(1)
{
  "formula": "C3H4N2O",
  "method": "the ωB97M-V functional and the def2-TZVPD basis",
  "elements": ["O", "C", "C", "C", "N", "N", "H", "H", "H", "H"],
  "xyz": [[-2.026, 0.281, 0.215], [-0.693, 0.096, 0.040], [0.404, 0.908, 0.195], [1.491, 0.068, -0.150], [1.100, -1.139, -0.521], [-0.239, -1.113, -0.374], [-2.193, 0.423, 1.156], [0.411, 1.956, 0.451], [2.547, 0.305, -0.143], [-0.801, -1.786, -0.868]],
  "atomic_forces_ev_per_a": [[-0.010, 0.063, 0.101], [0.338, -0.105, -0.089], [-0.089, 0.002, 0.031], [0.107, -0.038, -0.061], [0.054, 0.302, -0.024], [-0.237, 0.121, -0.194], [-0.042, 0.055, -0.190], [0.026, -0.184, 0.146], [-0.158, -0.014, -0.011], [0.011, -0.201, 0.291]],
  "smiles": "Oc1ccn[nH]1",
  "total_charge": 0
}


(2)
{
  "formula": "C10H26FN7O17S",
  "method": "the ωB97M-V functional and the def2-TZVPD basis",
  "elements": ["O", "N", "O", "C", "O", "S", "O", "O", "C", "C", "C", "F", "H", "H", "H", "H", "H", "H", "H", "H", "C", "N", "O", "O", "H", "H", "H", "C", "N", "O", "O", "H", "H", "H", "C", "N", "O", "O", "H", "H", "H", "C", "N", "O", "O", "H", "H", "H", "C", "N", "O", "O", "H", "H", "H", "C", "N", "O", "O", "H", "H", "H"],
  "xyz": [[3.623, -0.401, 2.838], [2.594, -0.133, 3.227], [1.672, -1.117, 2.787], [0.599, -0.587, 2.036], [0.571, -1.253, 0.829], [1.578, -0.608, -0.339], [2.535, 0.199, 0.318], [2.295, -1.954, -0.901], [3.186, -2.604, 0.000], [2.506, -3.554, 0.959], [3.381, -4.714, 1.297], [4.100, -4.405, 2.393], [-0.296, -0.841, 2.541], [0.628, 0.471, 1.970], [3.835, -3.185, -0.607], [3.815, -1.932, 0.538], [1.582, -3.867, 0.532], [2.326, -3.070, 1.882], [4.039, -4.979, 0.506], [2.757, -5.527, 1.578], [4.927, 2.620, 4.025], [4.126, 3.834, 4.352], [3.019, 3.698, 4.811], [4.661, 4.893, 4.180], [4.335, 1.743, 4.235], [5.207, 2.656, 2.978], [5.799, 2.667, 4.667], [-2.590, 0.568, -1.836], [-1.426, 1.436, -1.526], [-1.267, 2.428, -2.182], [-0.706, 1.088, -0.627], [-3.137, 1.007, -2.658], [-2.204, -0.408, -2.103], [-3.205, 0.517, -0.944], [0.322, 5.622, 3.777], [-1.122, 5.289, 3.724], [-1.904, 6.187, 3.563], [-1.423, 4.132, 3.859], [0.430, 6.690, 3.656], [0.688, 5.298, 4.744], [0.819, 5.087, 2.975], [0.830, -2.727, -4.468], [-0.206, -1.684, -4.271], [-0.722, -1.217, -5.248], [-0.456, -1.378, -3.138], [0.943, -2.898, -5.529], [1.750, -2.357, -4.029], [0.486, -3.622, -3.964], [-3.990, -2.946, -6.566], [-3.228, -3.156, -5.310], [-3.708, -2.757, -4.288], [-2.168, -3.714, -5.405], [-4.911, -2.435, -6.326], [-3.370, -2.346, -7.223], [-4.184, -3.922, -6.996], [-5.222, 2.450, 0.866], [-6.254, 1.478, 0.417], [-6.110, 0.962, -0.661], [-7.169, 1.271, 1.164], [-4.469, 2.536, 0.099], [-5.719, 3.399, 1.029], [-4.796, 2.071, 1.788]],
  "atomic_forces_ev_per_a": [[3.214, -0.551, -0.283], [-2.189, 1.119, 0.325], [-0.344, -0.397, 0.261], [-0.050, -0.796, 0.915], [0.561, -0.076, -0.946], [-2.091, -0.776, -2.820], [1.576, 1.042, 1.458], [-0.402, 0.537, 0.861], [0.022, -0.841, 0.302], [0.509, 0.270, -0.689], [-1.287, 0.077, -0.253], [1.544, 0.423, 1.493], [-1.084, -0.435, 0.408], [0.458, 1.114, -0.279], [0.572, -0.401, -0.904], [0.296, 0.973, 0.270], [-0.804, -0.374, -0.329], [-0.582, 0.473, 0.833], [0.687, -0.437, -0.760], [-0.458, -1.089, 0.021], [-0.134, -0.150, 0.145], [0.226, -0.548, 0.063], [-0.769, -0.364, 0.171], [0.588, 0.997, -0.342], [-0.139, -0.054, 0.045], [0.044, 0.157, -0.027], [0.139, -0.013, -0.074], [-0.217, -0.070, -0.036], [-0.570, -0.381, -0.257], [0.095, 0.852, -0.609], [0.402, -0.253, 0.923], [-0.010, 0.100, -0.075], [0.026, -0.045, 0.071], [0.013, -0.065, 0.065], [0.185, 0.172, 0.055], [0.538, 0.156, 0.034], [-0.621, 0.814, -0.175], [-0.153, -1.017, 0.065], [-0.049, 0.106, -0.024], [0.112, -0.139, -0.027], [0.009, -0.142, 0.052], [0.179, -0.132, -0.131], [0.559, -0.614, -0.312], [-0.466, 0.535, -0.812], [-0.194, 0.265, 1.094], [-0.054, 0.013, -0.108], [-0.003, -0.013, 0.151], [-0.009, -0.014, 0.115], [-0.177, 0.091, -0.109], [-0.387, 0.130, -0.603], [-0.452, 0.415, 0.954], [0.961, -0.617, -0.147], [-0.067, 0.047, 0.081], [0.098, -0.049, -0.056], [0.091, -0.057, -0.070], [0.121, 0.077, 0.020], [0.458, 0.408, 0.120], [0.236, -0.391, -0.881], [-0.726, -0.108, 0.687], [0.077, -0.011, -0.177], [-0.047, 0.022, 0.123], [-0.062, 0.038, 0.130]],
  "total_charge": 0
}


Short version: HOMO-LUMO gap = 9.82 10.00 eV, in the order given.
Short version: LUMO = 0.64 0.08 eV, in the order given.